1.
Here is an isolated ion of composition CClO2 and charge -1 in a non-equilibrium geometry from OMol25. Energies are from ωB97M-V/def2-TZVPD.

## Properties
gap between HOMO and LUMO = 0.3092 Ha
2S+1 = 1
E_HOMO = -4.4 eV
LUMO = 4.06 eV
total charge = -1
energy relative to the best compared isomer or geometry (same formula, charge and spin) = 120.18 kJ/mol

Structure (XYZ):
```
4
Properties=species:S:1:pos:R:3:nbo_charge:R:1
O 0.540 1.241 -0.017 -0.65
C 0.208 0.102 0.032 0.79
O 0.893 -1.133 -0.017 -0.81
Cl -1.641 -0.210 0.001 -0.33
```


2.
Here is C34H43AsCdN4O7S2Si as an isolated structure from OMol25. Energies are from ωB97M-V/def2-TZVPD.

## Properties
gap between HOMO and LUMO = 0.2386 Ha
2S+1 = 1
E_HOMO = -2.3 eV
LUMO = 4.16 eV
total charge = -2
energy relative to the best compared isomer or geometry (same formula, charge and spin) = 143.82 kJ/mol

Structure (XYZ):
```
93
Properties=species:S:1:pos:R:3:lowdin_charge:R:1
Cd -0.109 -0.163 0.177 1.45
C 3.500 2.765 0.076 -0.04
C 2.115 3.291 -0.192 -0.36
C 1.922 4.599 -0.615 -0.09
C 0.609 4.994 -0.871 -0.11
C -0.429 4.120 -0.684 -0.06
C -0.171 2.793 -0.218 -0.46
N 1.119 2.428 -0.010 0.10
N -1.112 1.866 0.022 -0.12
Si -2.798 2.238 0.075 0.35
C -3.172 3.846 0.997 -0.19
C -3.512 2.409 -1.662 -0.18
C -3.781 0.941 0.963 -0.19
H 4.178 3.574 0.356 0.07
H 3.903 2.272 -0.812 0.07
H 3.477 2.028 0.874 0.06
H 2.761 5.272 -0.741 0.08
H 0.401 6.000 -1.223 0.09
H -1.440 4.427 -0.902 0.06
H -3.075 4.753 0.400 0.01
H -2.508 3.931 1.861 0.02
H -4.197 3.798 1.374 0.02
H -3.007 3.181 -2.249 0.01
H -4.577 2.656 -1.612 0.02
H -3.408 1.460 -2.194 0.02
H -3.653 1.066 2.042 -0.03
H -3.482 -0.069 0.678 0.00
H -4.841 1.081 0.725 0.03
C 2.878 4.528 6.166 -0.07
C 2.668 3.241 5.413 -0.29
C 3.062 2.023 5.959 -0.06
C 2.824 0.832 5.287 -0.06
C 2.192 0.857 4.052 -0.26
C 1.793 2.063 3.490 -0.06
C 2.042 3.244 4.171 -0.04
S 1.760 -0.668 3.246 0.56
O 0.401 -0.928 3.654 -0.38
O 2.765 -1.634 3.632 -0.32
N 1.721 -0.283 1.721 -0.18
C 2.702 -0.590 0.824 -0.43
C 4.049 -0.910 1.095 -0.02
C 4.905 -1.109 0.039 -0.10
C 4.447 -0.998 -1.275 -0.11
C 3.112 -0.697 -1.449 -0.17
N 2.266 -0.507 -0.445 0.05
H 3.715 4.450 6.862 0.07
H 1.988 4.786 6.745 0.08
H 3.076 5.357 5.486 0.07
H 3.559 2.007 6.923 0.10
H 3.137 -0.118 5.700 0.11
H 1.289 2.064 2.531 0.09
H 1.723 4.183 3.732 0.11
H 4.381 -1.008 2.117 0.09
H 5.944 -1.353 0.235 0.09
H 5.099 -1.146 -2.126 0.08
H 2.681 -0.598 -2.442 0.10
O -3.239 -3.080 0.299 -0.01
C -2.171 -2.477 0.265 -0.65
O -2.006 -1.318 -0.265 -0.20
C -0.874 -3.119 0.879 -0.66
O -0.954 -4.189 1.474 0.00
O 0.196 -2.452 0.669 -0.17
C -0.009 -2.862 -2.488 -0.01
C -0.419 -1.533 -3.037 -0.38
O -0.203 -0.477 -2.475 0.01
C -1.136 -1.482 -4.374 -0.14
C -1.642 -0.259 -4.800 -0.01
C -2.302 -0.166 -6.015 -0.08
C -2.453 -1.296 -6.811 -0.11
C -1.951 -2.518 -6.389 -0.10
C -1.296 -2.610 -5.166 -0.04
H 0.367 -2.750 -1.471 0.06
H 0.763 -3.294 -3.134 0.09
H -0.859 -3.546 -2.472 0.10
H -1.515 0.601 -4.156 0.12
H -2.704 0.786 -6.338 0.10
H -2.972 -1.225 -7.760 0.09
H -2.074 -3.401 -7.004 0.09
H -0.915 -3.565 -4.828 0.10
C -2.405 -1.759 3.479 -0.22
As -2.199 -0.341 4.762 0.65
C -3.941 -0.413 5.622 -0.30
C -1.065 -0.958 6.202 -0.26
S -1.921 1.661 4.204 0.04
H -2.867 -2.594 4.004 0.05
H -1.450 -2.061 3.064 0.01
H -3.065 -1.406 2.687 0.03
H -4.175 -1.423 5.965 0.02
H -4.682 -0.087 4.893 0.02
H -3.937 0.285 6.457 0.02
H -1.688 -1.448 6.950 0.02
H -0.582 -0.075 6.617 0.02
H -0.312 -1.637 5.812 0.02
```


3.
Here is a 2-piece molecular cluster, C6H8N3O overall in a non-equilibrium geometry from OMol25. Energies are from ωB97M-V/def2-TZVPD.

## Properties
gap between HOMO and LUMO (alpha / beta) = 0.2407 / 0.1727 Ha
2S+1 = 3
E_HOMO (alpha / beta) = -10.9 / -13.1 eV
LUMO (alpha / beta) = -4.33 / -8.40 eV
total charge = +1
energy relative to the best compared isomer or geometry (same formula, charge and spin) = 364.78 kJ/mol

Structure (XYZ):
```
18
Properties=species:S:1:pos:R:3:nbo_charge:R:1
C -0.131 1.848 3.174 0.76
C 0.227 1.642 0.719 0.70
C 0.525 1.686 -1.806 0.43
C 0.218 0.454 -2.590 -0.62
C -0.559 -3.046 -0.490 -0.38
C -0.147 -2.261 0.424 -0.40
N -0.152 2.092 4.307 -0.52
N 0.354 1.367 -0.416 -0.37
N 0.086 1.742 1.964 -0.56
O 1.011 2.714 -2.133 -0.07
H -0.914 0.786 -2.903 0.27
H 0.164 -0.489 -2.082 0.27
H 0.962 0.413 -3.388 0.26
H -0.733 -4.125 -0.284 0.21
H -0.821 -2.798 -1.469 0.19
H -0.296 1.794 5.176 0.45
H 0.424 -2.658 1.414 0.21
H -0.218 -1.160 0.381 0.16
```


4.
Here is C45H43BrFInO8P as an isolated structure in a non-equilibrium geometry from OMol25. Energies are from ωB97M-V/def2-TZVPD.

## Properties
gap between HOMO and LUMO = 0.1740 Ha
2S+1 = 1
E_HOMO = -4.5 eV
LUMO = 0.22 eV
total charge = -1

Structure (XYZ):
```
100
Properties=species:S:1:pos:R:3:lowdin_charge:R:1
C -2.336 7.817 1.656 0.02
C -1.703 7.754 0.305 -0.56
O -2.357 7.569 -0.669 0.14
O -0.381 8.030 0.226 -0.03
C 0.463 6.887 -0.027 -0.26
C 0.297 5.720 0.947 -0.25
In -0.732 3.893 0.142 0.59
C -2.229 4.321 -1.453 -0.23
C -3.651 4.257 -0.957 -0.50
C -4.162 2.833 -0.864 -0.06
F -4.514 4.925 -1.847 -0.06
C -1.755 2.899 1.865 -0.21
C -1.298 1.479 2.249 -0.48
C -2.486 0.539 2.536 -0.04
O -0.507 1.456 3.429 -0.13
C 0.685 2.230 3.368 -0.17
C 1.841 1.364 3.800 -0.19
C 2.319 0.383 2.924 -0.04
C 3.370 -0.449 3.291 -0.08
C 3.943 -0.324 4.558 -0.10
C 3.471 0.651 5.434 -0.09
C 2.430 1.497 5.054 -0.04
P 1.061 2.448 -0.984 0.29
O 1.313 3.252 -2.434 -0.53
Br 3.014 2.857 0.113 0.12
H -1.711 7.394 2.434 0.07
H -3.285 7.302 1.635 0.08
H -2.481 8.867 1.906 0.09
H 0.336 6.574 -1.064 0.10
H 1.476 7.275 0.047 0.11
H -0.172 6.020 1.878 0.02
H 1.299 5.383 1.207 0.01
H -2.123 3.517 -2.191 0.02
H -2.041 5.247 -1.988 0.04
H -3.718 4.747 0.015 0.11
H -4.337 2.465 -1.871 0.07
H -5.069 2.796 -0.266 0.08
H -3.411 2.201 -0.400 0.06
H -1.631 3.542 2.736 0.05
H -2.814 2.903 1.632 0.01
H -0.751 1.016 1.421 0.11
H -2.440 0.250 3.584 0.07
H -2.411 -0.382 1.964 0.07
H -3.441 1.026 2.384 0.06
H 0.597 3.055 4.077 0.12
H 0.876 2.612 2.368 0.08
H 1.887 0.276 1.941 0.10
H 3.738 -1.188 2.595 0.09
H 4.751 -0.983 4.837 0.08
H 3.925 0.726 6.412 0.09
H 2.079 2.258 5.736 0.10
H 1.618 4.148 -2.253 0.00
C 2.496 -5.767 2.285 -0.05
C 2.875 -6.956 1.671 -0.06
C 4.205 -7.339 1.656 -0.01
C 5.166 -6.529 2.248 -0.08
C 4.786 -5.327 2.850 -0.08
C 3.449 -4.953 2.874 0.01
C 5.799 -4.420 3.456 -0.27
O 5.464 -3.382 3.984 0.10
C 7.233 -4.822 3.386 -0.08
C 8.201 -3.967 3.896 0.00
C 9.536 -4.329 3.850 -0.06
C 9.910 -5.552 3.301 -0.06
C 8.949 -6.406 2.787 -0.01
C 7.609 -6.042 2.821 -0.08
C 6.591 -6.962 2.235 -0.28
O 6.918 -8.030 1.760 0.10
H 1.455 -5.472 2.299 0.11
H 2.129 -7.584 1.202 0.11
H 4.506 -8.264 1.184 0.12
H 3.162 -4.024 3.348 0.12
H 7.903 -3.019 4.323 0.12
H 10.290 -3.660 4.243 0.11
H 10.953 -5.835 3.271 0.10
H 9.232 -7.356 2.355 0.12
C -2.860 0.866 -4.278 -0.04
C -2.761 1.241 -5.613 -0.04
C -3.520 0.597 -6.576 0.00
C -4.375 -0.434 -6.209 -0.09
C -4.461 -0.824 -4.869 -0.08
C -3.708 -0.164 -3.906 0.01
C -5.341 -1.951 -4.455 -0.28
O -5.427 -2.293 -3.294 0.11
C -6.116 -2.662 -5.515 -0.08
C -6.905 -3.749 -5.162 -0.01
C -7.640 -4.413 -6.128 -0.06
C -7.596 -3.989 -7.453 -0.07
C -6.808 -2.909 -7.810 -0.01
C -6.060 -2.246 -6.846 -0.08
C -5.194 -1.102 -7.256 -0.28
O -5.162 -0.736 -8.413 0.10
H -2.271 1.378 -3.528 0.10
H -2.091 2.040 -5.899 0.11
H -3.452 0.889 -7.614 0.12
H -3.786 -0.461 -2.870 0.12
H -6.937 -4.069 -4.129 0.12
H -8.251 -5.262 -5.851 0.10
H -8.176 -4.506 -8.206 0.10
H -6.765 -2.575 -8.838 0.12
```


The following electronic energy values (in Eh) correspond, in order, to the records above: -648.84843 -5556.71794 -472.37180 -5547.95822.